[1]
238
Properties=species:S:1:pos:R:3:lowdin_charge:R:1 method="wB97M-V/def2-TZVPD" homo_lumo_gap_ev=9.2 lumo_energy_ev=0.54 e_above_lowest_kj_mol=649.2 e_tot_ev=-110083.8695 homo_energy_ev=-8.64
C 5.045 2.883 0.907 -0.042
C 6.181 3.851 0.390 -0.408
C 7.586 3.235 0.195 -0.240
O 8.490 4.145 -0.336 -0.185
C 9.820 3.613 -0.407 -0.082
N 5.744 4.356 -0.881 0.048
H 4.820 2.131 0.150 0.053
H 4.109 3.441 0.892 0.055
H 5.197 2.358 1.850 0.086
H 6.350 4.691 1.064 0.121
H 7.446 2.395 -0.485 0.123
H 7.919 2.902 1.177 0.126
H 10.003 3.005 -1.293 0.088
H 10.079 3.039 0.482 0.083
H 10.491 4.472 -0.418 0.087
H 5.655 3.512 -1.429 0.083
H 6.630 4.730 -1.188 0.071
C -1.706 -0.712 -1.259 -0.055
C -1.606 -0.478 0.223 -0.388
C -0.444 0.328 0.797 -0.132
O 0.819 -0.437 0.660 -0.197
C 1.979 0.279 0.966 -0.124
N -2.851 0.271 0.624 0.073
H -1.778 0.260 -1.747 0.066
H -2.663 -1.108 -1.599 0.055
H -0.889 -1.288 -1.691 0.068
H -1.595 -1.444 0.728 0.119
H -0.646 0.490 1.856 0.098
H -0.443 1.211 0.157 0.121
H 2.109 1.258 0.504 0.076
H 2.824 -0.200 0.472 0.064
H 2.076 0.358 2.049 0.079
H -3.123 1.041 0.030 0.034
H -3.571 -0.421 0.471 0.006
C -5.392 2.223 2.510 -0.045
C -6.709 2.949 2.049 -0.427
C -7.810 2.009 1.424 -0.130
O -7.283 1.173 0.327 -0.249
C -8.227 0.115 0.123 -0.111
N -7.145 3.796 3.130 0.039
H -5.442 1.441 3.268 0.073
H -4.625 2.894 2.895 0.074
H -5.065 1.686 1.620 0.047
H -6.391 3.668 1.294 0.098
H -8.652 2.600 1.065 0.119
H -8.086 1.372 2.264 0.121
H -7.968 -0.466 -0.761 0.081
H -9.163 0.618 -0.123 0.087
H -8.434 -0.573 0.943 0.095
H -7.479 3.233 3.899 0.073
H -7.995 4.222 2.791 0.065
C -2.083 -0.519 4.729 -0.057
C -1.149 -1.710 4.619 -0.402
C -1.686 -2.803 3.687 -0.143
O -2.670 -3.713 4.290 -0.211
C -2.997 -4.984 3.732 -0.109
N 0.103 -1.269 4.028 0.064
H -3.096 -0.754 5.056 0.077
H -2.276 0.101 3.854 0.065
H -1.631 0.130 5.479 0.070
H -0.862 -2.093 5.598 0.145
H -0.838 -3.410 3.372 0.091
H -2.232 -2.451 2.811 0.106
H -4.000 -5.277 4.042 0.090
H -2.230 -5.711 3.999 0.060
H -2.936 -4.971 2.644 0.075
H -0.070 -1.054 3.057 0.045
H 0.795 -2.000 3.948 0.019
C 0.608 2.953 4.065 -0.038
C 1.827 3.012 5.036 -0.416
C 2.659 4.259 4.826 -0.218
O 3.318 4.197 3.555 -0.221
C 4.237 5.282 3.307 -0.067
N 1.208 3.030 6.364 0.028
H -0.378 3.067 4.516 0.073
H 0.678 1.972 3.595 0.047
H 0.636 3.689 3.262 0.059
H 2.556 2.213 4.898 0.134
H 3.400 4.387 5.616 0.117
H 1.997 5.125 4.851 0.129
H 4.853 5.311 4.206 0.088
H 3.626 6.160 3.101 0.084
H 4.862 4.973 2.469 0.051
H 1.843 3.322 7.093 0.063
H 1.120 2.030 6.481 0.072
C 6.134 -1.453 -5.662 -0.064
C 6.376 -2.445 -4.505 -0.429
C 5.218 -2.437 -3.508 -0.184
O 5.257 -1.187 -2.766 -0.201
C 3.986 -0.883 -2.157 -0.097
N 6.531 -3.805 -5.078 0.027
H 5.297 -1.828 -6.252 0.076
H 6.980 -1.382 -6.346 0.068
H 5.959 -0.419 -5.367 0.075
H 7.306 -2.158 -4.015 0.128
H 5.271 -3.303 -2.848 0.121
H 4.301 -2.531 -4.088 0.123
H 3.140 -0.837 -2.843 0.092
H 4.106 -0.015 -1.509 0.069
H 3.646 -1.709 -1.532 0.066
H 7.295 -3.877 -5.734 0.066
H 6.799 -4.405 -4.311 0.060
C 1.061 4.476 0.153 -0.058
C 1.777 5.463 -0.759 -0.401
C 2.395 6.672 0.004 -0.208
O 3.018 7.581 -0.855 -0.202
C 3.798 8.626 -0.271 -0.090
N 2.783 4.834 -1.665 0.053
H 0.943 3.444 -0.176 0.066
H 0.128 4.951 0.455 0.072
H 1.726 4.321 1.002 0.052
H 0.971 5.864 -1.374 0.123
H 3.011 6.326 0.833 0.104
H 1.590 7.313 0.365 0.125
H 3.425 9.010 0.678 0.080
H 4.080 9.445 -0.932 0.086
H 4.725 8.129 0.016 0.079
H 3.624 4.689 -1.125 0.005
H 3.062 5.574 -2.293 0.056
C -7.916 2.974 -2.850 -0.030
C -6.655 3.649 -2.224 -0.424
C -7.050 4.771 -1.269 -0.190
O -7.997 5.721 -1.797 -0.186
C -7.933 6.984 -1.088 -0.097
N -5.917 2.630 -1.587 0.059
H -8.491 3.595 -3.537 0.077
H -8.554 2.614 -2.043 0.069
H -7.609 2.088 -3.405 0.076
H -6.097 4.064 -3.064 0.127
H -6.173 5.347 -0.972 0.116
H -7.513 4.371 -0.367 0.105
H -8.769 7.599 -1.422 0.084
H -7.048 7.608 -1.211 0.081
H -8.014 6.798 -0.017 0.079
H -5.179 2.957 -0.979 0.050
H -6.475 2.039 -0.987 0.047
C -2.970 3.397 -4.652 -0.066
C -2.727 2.657 -3.329 -0.417
C -2.840 3.698 -2.179 -0.164
O -2.692 3.054 -0.913 -0.216
C -2.968 3.832 0.208 -0.121
N -3.691 1.573 -3.179 0.055
H -3.845 4.044 -4.714 0.072
H -2.980 2.587 -5.381 0.069
H -2.161 4.051 -4.979 0.074
H -1.768 2.155 -3.453 0.133
H -3.860 4.073 -2.266 0.101
H -2.105 4.480 -2.372 0.129
H -4.043 4.006 0.185 0.062
H -2.507 4.819 0.221 0.084
H -2.714 3.423 1.186 0.089
H -4.565 2.058 -3.038 0.025
H -3.528 1.134 -2.283 0.025
C -0.840 -8.127 -0.786 -0.076
C 0.352 -7.211 -0.884 -0.436
C 0.094 -5.696 -0.544 -0.154
O 1.304 -4.881 -0.545 -0.208
C 0.976 -3.521 -0.367 -0.108
N 1.321 -7.666 0.092 0.034
H -1.392 -7.881 0.121 0.072
H -0.575 -9.180 -0.695 0.081
H -1.480 -7.928 -1.646 0.074
H 0.668 -7.263 -1.926 0.134
H -0.237 -5.582 0.488 0.116
H -0.602 -5.309 -1.288 0.114
H 0.723 -3.341 0.678 0.074
H 0.133 -3.238 -0.998 0.069
H 1.815 -2.827 -0.427 0.073
H 1.876 -6.822 0.076 0.043
H 0.950 -7.595 1.029 0.016
C 0.668 -5.870 5.123 -0.061
C 0.762 -5.858 3.635 -0.449
C 2.034 -4.997 3.244 -0.133
O 1.774 -3.613 3.553 -0.236
C 2.819 -2.664 3.283 -0.083
N 0.880 -7.181 3.102 0.041
H 0.165 -4.926 5.335 0.080
H 1.647 -5.929 5.597 0.086
H 0.088 -6.716 5.491 0.081
H -0.124 -5.382 3.215 0.106
H 2.161 -5.080 2.165 0.111
H 2.903 -5.356 3.796 0.125
H 2.605 -1.595 3.274 0.071
H 3.271 -2.821 2.304 0.078
H 3.603 -2.803 4.027 0.091
H 1.675 -7.696 3.452 0.096
H 0.022 -7.623 3.399 0.085
C 6.405 -0.537 0.528 -0.036
C 6.551 -1.762 1.513 -0.396
C 7.598 -2.770 1.051 -0.217
O 7.622 -3.949 1.872 -0.189
C 8.728 -4.781 1.468 -0.099
N 6.848 -1.240 2.855 0.037
H 6.292 -0.882 -0.500 0.057
H 7.357 -0.008 0.541 0.068
H 5.622 0.190 0.741 0.045
H 5.567 -2.227 1.573 0.119
H 8.588 -2.319 0.983 0.122
H 7.357 -3.083 0.035 0.120
H 8.727 -5.807 1.835 0.085
H 9.517 -4.179 1.919 0.084
H 8.957 -4.879 0.407 0.081
H 7.847 -1.094 2.835 0.062
H 6.809 -1.942 3.579 0.063
C -5.117 -2.452 1.373 -0.022
C -5.169 -2.652 -0.181 -0.380
C -6.305 -3.471 -0.734 -0.250
O -6.128 -4.746 -0.234 -0.170
C -6.932 -5.700 -0.892 -0.104
N -5.312 -1.284 -0.680 0.045
H -4.207 -1.901 1.612 0.046
H -4.915 -3.406 1.859 0.063
H -5.966 -1.954 1.841 0.081
H -4.246 -3.147 -0.483 0.142
H -6.061 -3.474 -1.796 0.123
H -7.304 -3.046 -0.632 0.127
H -6.641 -5.801 -1.938 0.087
H -7.989 -5.458 -0.783 0.088
H -6.806 -6.701 -0.478 0.086
H -6.121 -0.771 -0.360 0.029
H -5.354 -1.238 -1.688 0.082
C -0.912 0.104 -7.335 -0.063
C -0.323 -1.286 -7.255 -0.454
C -1.046 -2.355 -6.352 -0.192
O -1.060 -1.854 -5.027 -0.178
C -1.791 -2.710 -4.132 -0.092
N -0.152 -1.796 -8.589 0.025
H -0.125 0.793 -7.642 0.075
H -1.351 0.566 -6.451 0.067
H -1.706 0.128 -8.081 0.078
H 0.655 -1.156 -6.791 0.125
H -0.495 -3.295 -6.390 0.119
H -2.047 -2.504 -6.756 0.123
H -1.147 -3.237 -3.427 0.071
H -2.429 -3.452 -4.611 0.086
H -2.415 -2.082 -3.495 0.060
H 0.445 -2.603 -8.481 0.069
H 0.298 -1.127 -9.197 0.072

=====

[2]
92
Properties=species:S:1:pos:R:3:lowdin_charge:R:1 method="wB97M-V/def2-TZVPD" homo_lumo_gap_ev=5.4 charge=-2 lumo_energy_ev=3.98 e_above_lowest_kj_mol=0.0 e_tot_ev=-222147.4006 homo_energy_ev=-1.41
Pd 0.392 -0.573 -2.167 0.557
C -0.946 2.326 -1.413 -0.065
C 0.535 2.439 -1.582 -0.343
C 1.202 3.586 -1.102 -0.024
C 2.553 3.681 -1.206 -0.039
C 3.289 2.644 -1.822 -0.209
C 4.695 2.662 -1.982 -0.651
Br 5.728 4.138 -1.349 0.673
C 5.340 1.625 -2.600 -0.213
C 4.621 0.541 -3.089 -0.617
Br 5.567 -0.858 -3.954 0.691
C 3.214 0.408 -2.993 -0.474
O 2.563 -0.551 -3.453 -0.106
C 2.558 1.535 -2.302 -0.140
N 1.197 1.457 -2.156 0.034
H -1.287 2.958 -0.594 0.074
H -1.205 1.291 -1.202 0.010
H -1.470 2.618 -2.328 0.079
H 0.623 4.367 -0.627 0.108
H 3.078 4.541 -0.811 0.068
H 6.415 1.647 -2.718 0.082
C -4.015 -1.911 1.886 -0.105
C -3.578 -0.686 1.406 -0.102
C -2.941 -0.605 0.176 -0.123
C -2.739 -1.736 -0.615 -0.275
C -3.195 -2.958 -0.116 -0.113
C -3.817 -3.051 1.122 -0.107
Si -1.967 -1.735 -2.332 0.466
C -2.622 -0.180 -3.243 -0.278
C -1.947 0.572 -4.208 -0.134
C -2.567 1.607 -4.896 -0.107
C -3.885 1.937 -4.617 -0.118
C -4.574 1.217 -3.651 -0.102
C -3.952 0.169 -2.985 -0.112
H -4.478 -1.980 2.863 0.096
H -3.712 0.210 2.001 0.085
H -2.599 0.362 -0.166 0.071
H -3.057 -3.854 -0.710 0.090
H -4.133 -4.017 1.500 0.093
H -2.855 -2.745 -3.028 0.010
H -0.898 0.382 -4.416 0.078
H -2.013 2.165 -5.642 0.097
H -4.368 2.753 -5.140 0.088
H -5.600 1.472 -3.412 0.092
H -4.510 -0.389 -2.242 0.097
N -0.412 -2.463 -2.319 -0.189
C 0.377 -2.892 -3.395 -0.409
C 0.337 -2.330 -4.674 -0.075
C 1.170 -2.782 -5.689 -0.105
C 2.047 -3.828 -5.461 -0.123
C 2.073 -4.424 -4.201 -0.106
C 1.249 -3.973 -3.191 -0.040
H -0.371 -1.535 -4.878 0.074
H 1.135 -2.301 -6.660 0.093
H 2.707 -4.173 -6.247 0.083
H 2.754 -5.245 -4.006 0.089
H 1.272 -4.417 -2.204 0.106
S 1.231 -0.746 -0.057 0.125
Sb 0.078 0.727 1.947 1.270
C 2.075 0.571 2.805 -0.384
C 3.223 0.680 2.021 -0.169
C 4.489 0.509 2.571 -0.099
C 4.631 0.225 3.920 -0.123
C 3.498 0.118 4.716 -0.111
C 2.237 0.290 4.162 -0.150
C -0.596 -1.105 2.960 -0.352
C -0.433 -2.339 2.333 -0.159
C -0.755 -3.523 2.986 -0.105
C -1.253 -3.506 4.279 -0.125
C -1.439 -2.284 4.912 -0.117
C -1.113 -1.102 4.258 -0.145
C -0.554 2.007 3.823 -0.350
C 0.285 2.864 4.544 -0.147
C -0.204 3.790 5.461 -0.124
C -1.570 3.900 5.684 -0.140
C -2.435 3.086 4.965 -0.126
C -1.924 2.171 4.051 -0.181
H 3.129 0.889 0.963 0.041
H 5.361 0.589 1.934 0.096
H 5.616 0.085 4.349 0.085
H 3.594 -0.107 5.772 0.088
H 1.364 0.193 4.797 0.086
H -0.049 -2.371 1.320 0.000
H -0.617 -4.466 2.469 0.096
H -1.494 -4.432 4.790 0.084
H -1.831 -2.248 5.923 0.086
H -1.268 -0.166 4.776 0.070
H 1.358 2.814 4.388 0.082
H 0.484 4.427 6.008 0.085
H -1.956 4.615 6.402 0.080
H -3.507 3.168 5.115 0.085
H -2.629 1.557 3.494 0.068